Record 1
Molecular formula: C16H12AlCl3N3O6S2Se
Method: DFT, the ωB97M-V functional and the def2-TZVPD basis

XYZ file:
```
44
Properties=species:S:1:pos:R:3:forces:R:3
Al -1.6164 0.0399 -1.2654 0.1 -1.0 -1.2
O 1.0518 -1.7653 -1.6161 0.4 -1.2 -0.6
S 1.3292 -0.3851 -1.8143 -1.0 -1.0 1.0
O 2.5331 0.1195 -1.2425 0.0 0.7 -0.5
O 0.1158 0.2993 -1.1677 0.2 1.7 0.0
C 1.1684 -0.0039 -3.5288 -0.3 0.4 -0.4
C 2.3464 0.3549 -4.1266 0.7 0.6 -1.3
C 2.4342 0.4770 -5.5469 -0.3 0.6 0.5
C 1.2544 0.3687 -6.2626 0.0 0.4 -2.2
C -0.0138 0.1190 -5.6610 2.5 0.7 -0.8
C -0.0202 -0.0551 -4.3232 -0.6 -0.9 1.8
S -1.7140 -0.2681 -3.7470 -1.2 0.0 0.2
O -2.5324 -0.5108 -4.8864 0.3 0.0 0.5
O -1.8230 -1.2937 -2.6282 0.7 0.5 -0.1
O -2.0896 0.9566 -2.9317 0.8 -0.2 0.3
H 3.1779 0.6872 -3.5077 0.0 -0.7 -0.1
H 3.3817 0.7943 -6.0610 -1.1 -0.5 0.7
H 1.3029 0.5836 -7.3944 -0.2 -0.5 2.0
H -0.9233 0.1481 -6.2084 -0.4 -0.1 -0.5
Cl 1.1097 -2.7394 2.0689 -0.3 -0.4 0.1
C -0.6136 -3.2213 1.9688 0.4 0.5 -1.7
Cl -1.4581 -2.7556 3.4161 -0.3 -0.3 0.3
Cl -0.8118 -4.9533 1.4954 0.0 1.4 0.4
C -1.0871 -2.2920 0.8538 -0.7 0.8 -1.6
N -1.3855 -1.5485 0.0054 0.4 -2.0 2.6
C -2.8640 0.8751 3.4445 0.0 -0.1 0.2
N -1.5500 0.9190 2.8375 0.4 1.0 -0.2
C -1.2679 1.2014 1.5657 0.5 0.4 0.0
Se -2.6053 1.4870 0.2377 0.0 0.5 0.7
N 0.0808 1.3354 1.4677 -1.1 -0.4 -1.1
C 0.6407 1.0351 2.6821 3.6 0.6 -0.3
C 2.0079 1.0319 3.0927 -1.1 -0.8 0.4
C 2.2308 0.6794 4.4136 -0.4 0.0 0.2
C 1.1485 0.5077 5.3349 0.1 0.0 -0.6
C -0.1815 0.6349 4.9290 2.3 -0.5 0.0
C -0.3413 0.8094 3.5678 -2.8 0.4 0.4
H -3.4710 0.2569 2.8019 -0.5 -0.2 0.1
H -3.3979 1.8318 3.6714 0.9 -0.5 -0.5
H -2.6078 0.3761 4.3585 -0.9 -0.4 0.6
H 0.5598 1.4156 0.5654 -0.2 -0.1 0.4
H 2.8209 1.1663 2.4068 0.2 0.1 -0.3
H 3.2560 0.5142 4.7710 -0.5 0.3 -0.2
H 1.4025 0.2355 6.3525 -0.2 0.2 0.0
H -0.9779 0.5313 5.6109 -0.8 -0.1 0.6
```
Forces are in eV/Å.

Net charge = +1
ΔE to the lowest compared entry with this formula, charge and spin = 8.3 kcal/mol
Energy = -164720.5015 eV
Frontier orbital gap = 9.11 eV

natural (NBO) atomic charge list, values in e, 8 entries: 1.7328, -0.9486, 2.4451, -0.9231, -1.1595, -0.3917, -0.1459, -0.1830


Record 2
Molecular formula: C6H17NO
Method: DFT, the ωB97M-V functional and the def2-TZVPD basis

XYZ file:
```
25
Properties=species:S:1:pos:R:3:forces:R:3
C -0.7489 -2.5468 0.0055 -1.3 1.4 -2.1
C -0.7750 -0.9736 -0.0782 2.2 -2.7 0.1
C 0.3682 -0.3957 -0.9127 1.0 0.8 -1.4
C -0.0253 -0.2762 -2.4337 -1.7 0.6 0.9
C 0.7019 0.9848 -0.3351 3.1 0.2 1.9
C -0.5426 1.8034 0.1574 -0.7 0.0 -3.1
N 1.8801 1.6092 -1.1602 -3.0 -1.1 -0.2
H -1.7409 -2.8358 0.3493 0.1 -0.5 -0.2
H -0.0185 -2.9719 0.6327 1.0 0.0 1.1
H -0.5147 -2.9197 -0.9955 -0.5 -0.4 0.0
H -0.5873 -0.7971 0.9621 -0.4 1.3 0.6
H -1.6805 -0.6040 -0.4859 -1.1 0.2 0.2
H 1.2913 -1.0297 -0.8888 -0.7 0.5 0.3
H 0.6865 -0.2111 -3.2616 0.5 0.0 0.7
H -0.6111 -1.1684 -2.5946 -0.4 -0.3 -0.6
H -0.7474 0.5932 -2.5413 0.7 -0.9 0.0
H 1.2629 0.7191 0.6175 -0.7 0.4 -0.7
H -1.3550 1.7949 -0.6677 1.0 -0.4 1.2
H -0.9667 1.3037 1.0341 0.2 0.7 -0.1
H -0.3844 2.8878 0.1920 0.4 -0.4 0.8
H 1.4186 1.8732 -2.0443 0.8 0.3 0.5
H 2.3365 2.3985 -0.7225 -0.5 0.2 0.1
O 0.4973 0.3524 4.7904 0.1 -2.6 0.4
H -0.0512 1.0012 5.2322 -0.3 -0.3 0.3
H 0.3061 -0.5914 5.1489 0.2 2.9 -0.7
```
Forces are in eV/Å.

SMILES string = CC[C@@H](C)[C@H](C)N.O
ΔE to the lowest compared entry with this formula, charge and spin = 34.6 kcal/mol
Energy = -10034.0824 eV
Frontier orbital gap = 9.96 eV

natural (NBO) atomic charge list, values in e, 8 entries: -0.5980, -0.4061, -0.2204, -0.6342, -0.0355, -0.6488, -0.8509, 0.2050


Record 3
Molecular formula: C24H33IN4PYb
Method: DFT, the ωB97M-V functional and the def2-TZVPD basis

XYZ file:
```
64
Properties=species:S:1:pos:R:3:forces:R:3
Yb -0.6682 0.0793 -0.9249 0.3 0.7 0.1
N 1.8919 5.7509 -1.1600 -0.1 -0.1 0.0
C 1.6574 4.5294 -0.2807 0.1 0.3 -0.1
C 0.1684 4.3268 -0.0471 0.0 -0.1 0.0
C -0.0497 3.1665 0.9538 -0.1 0.1 0.1
N -1.1080 2.2246 0.4734 -0.2 -0.2 0.0
C 1.2322 2.4002 1.2730 0.0 -0.1 0.1
C 2.1676 2.1092 0.0994 0.2 -0.1 0.0
N 1.7861 0.8245 -0.5708 -0.1 -0.1 0.0
C 2.2392 3.2737 -0.9160 -0.1 0.0 0.0
H 1.5237 6.5995 -0.7165 0.0 0.0 0.0
H 1.4347 5.6672 -2.0726 0.0 0.0 0.0
H 2.8902 5.9114 -1.3298 0.0 0.0 0.0
H 2.1773 4.7791 0.6456 0.0 0.0 0.0
H -0.2922 4.0815 -1.0118 0.0 0.0 0.0
H -0.3192 5.2318 0.3172 0.0 0.0 0.0
H -0.3947 3.6090 1.8895 0.0 0.0 0.0
H -1.9323 2.7595 0.1974 0.1 0.1 0.0
H -1.4316 1.7422 1.3165 0.0 0.0 0.0
H 0.9856 1.4644 1.7892 0.0 0.0 0.0
H 1.7901 2.9646 2.0227 0.0 0.0 0.0
H 3.1685 1.9823 0.5162 0.0 0.0 0.0
H 2.0369 0.0886 0.0976 0.0 0.0 0.0
H 2.4283 0.6595 -1.3453 0.0 0.1 0.0
H 1.6343 3.0399 -1.8015 0.0 0.0 0.0
H 3.2663 3.4159 -1.2548 0.0 0.0 0.0
C -0.1729 -3.9431 -0.0498 0.0 0.0 0.1
P -0.6076 -2.2971 0.6111 -0.1 -0.3 -0.1
C -2.3210 -2.4169 1.1515 -0.1 0.0 0.0
C -2.7533 -3.3534 2.0942 0.1 -0.1 0.0
C -4.0932 -3.4434 2.4318 -0.1 0.1 0.0
C -5.0266 -2.5991 1.8367 0.0 0.0 0.1
C -4.6189 -1.6579 0.9047 0.1 0.0 0.0
C -3.2723 -1.5784 0.5693 -0.2 0.2 0.0
C 0.4203 -2.0324 2.0711 0.2 0.1 0.0
C 1.7958 -2.2769 1.9805 0.0 0.0 0.0
C 2.6245 -2.0102 3.0605 -0.1 0.0 0.0
C 2.0885 -1.4829 4.2308 0.0 0.0 0.0
C 0.7278 -1.2287 4.3243 0.0 0.0 -0.1
C -0.1082 -1.4985 3.2464 0.0 0.0 0.0
H 0.7570 -3.9080 -0.6164 0.0 0.0 0.0
H -0.9887 -4.2757 -0.6936 0.0 0.0 0.0
H -0.0577 -4.6714 0.7539 0.0 0.0 0.0
H -2.0441 -4.0173 2.5753 0.0 0.0 0.0
H -4.4138 -4.1748 3.1612 0.0 0.0 0.0
H -6.0715 -2.6749 2.1065 0.0 0.0 0.0
H -5.3357 -0.9922 0.4436 0.0 0.0 0.0
H -3.0040 -0.8028 -0.1619 0.1 -0.1 0.0
H 2.2265 -2.7275 1.0915 0.0 0.0 0.0
H 3.6811 -2.2358 3.0058 0.0 0.0 0.0
H 2.7321 -1.2872 5.0782 0.0 0.0 0.0
H 0.3115 -0.8425 5.2450 0.0 0.0 0.0
H -1.1732 -1.3245 3.3416 0.0 0.0 0.0
I -1.4946 -4.2903 -5.2437 -0.3 -0.5 -0.1
C -0.5632 -2.5678 -4.8127 0.1 0.5 0.0
C 0.3567 -2.0335 -5.7311 0.0 0.2 0.2
C 0.9371 -0.8187 -5.4090 -0.1 -0.2 -0.1
C 0.5965 -0.2104 -4.2118 0.1 0.1 0.0
N -0.2774 -0.7142 -3.3117 0.0 -0.2 -0.3
C -0.8608 -1.8670 -3.6216 0.1 -0.3 -0.1
H 0.6035 -2.5401 -6.6560 0.0 0.0 0.0
H 1.6449 -0.3489 -6.0786 0.0 0.0 0.0
H 1.0506 0.7406 -3.9597 0.0 0.0 0.0
H -1.5784 -2.2777 -2.9176 0.0 0.0 0.0
```
Forces are in eV/Å.

Net charge = +4
Spin multiplicity = 2
Energy = -80265.3464 eV
Expectation value of S² = 0.7646
Frontier orbital gap (alpha / beta) = 6.77 / 2.88 eV

natural (NBO) atomic charge list, values in e, 8 entries: 1.5387, -0.6693, -0.0377, -0.4417, -0.0441, -0.9240, -0.4463, -0.0469


Record 4
Molecular formula: C4H7NO
Method: DFT, the ωB97M-V functional and the def2-TZVPD basis

XYZ file:
```
13
Properties=species:S:1:pos:R:3:forces:R:3
O 2.5197 1.6471 -0.4575 0.1 -0.1 0.1
C 0.5091 -0.3313 -0.2317 0.0 0.1 0.1
C -0.2437 -1.6235 0.0217 -0.1 -0.2 0.0
C -1.2319 -0.5704 -0.2714 -0.4 -0.3 -0.3
N -1.5123 0.1655 0.9567 -0.1 0.0 0.0
C -0.3117 0.6591 0.3319 0.2 0.3 -0.1
H 2.9012 1.3583 0.3800 0.0 0.1 -0.1
H 2.0038 0.8611 -0.7370 0.0 0.1 0.0
H -0.3393 -1.9828 1.0478 0.0 0.1 -0.1
H -0.0392 -2.3995 -0.7114 0.0 0.1 0.1
H -1.7880 -0.3996 -1.1858 0.1 0.0 0.2
H -2.2613 0.8440 0.8243 0.1 0.0 0.0
H -0.2092 1.7140 0.0787 0.0 -0.2 0.1
```
Forces are in eV/Å.

ΔE to the lowest compared entry with this formula, charge and spin = 120.5 kcal/mol
Energy = -7794.4206 eV
Frontier orbital gap = 9.34 eV

natural (NBO) atomic charge list, values in e, 8 entries: -0.9751, -0.1980, -0.4805, 0.0303, -0.5914, -0.0362, 0.4577, 0.4890


Please write out number 2 again, unchanged.
Molecular formula: C6H17NO
Method: DFT, the ωB97M-V functional and the def2-TZVPD basis

XYZ file:
```
25
Properties=species:S:1:pos:R:3:forces:R:3
C -0.7489 -2.5468 0.0055 -1.3 1.4 -2.1
C -0.7750 -0.9736 -0.0782 2.2 -2.7 0.1
C 0.3682 -0.3957 -0.9127 1.0 0.8 -1.4
C -0.0253 -0.2762 -2.4337 -1.7 0.6 0.9
C 0.7019 0.9848 -0.3351 3.1 0.2 1.9
C -0.5426 1.8034 0.1574 -0.7 0.0 -3.1
N 1.8801 1.6092 -1.1602 -3.0 -1.1 -0.2
H -1.7409 -2.8358 0.3493 0.1 -0.5 -0.2
H -0.0185 -2.9719 0.6327 1.0 0.0 1.1
H -0.5147 -2.9197 -0.9955 -0.5 -0.4 0.0
H -0.5873 -0.7971 0.9621 -0.4 1.3 0.6
H -1.6805 -0.6040 -0.4859 -1.1 0.2 0.2
H 1.2913 -1.0297 -0.8888 -0.7 0.5 0.3
H 0.6865 -0.2111 -3.2616 0.5 0.0 0.7
H -0.6111 -1.1684 -2.5946 -0.4 -0.3 -0.6
H -0.7474 0.5932 -2.5413 0.7 -0.9 0.0
H 1.2629 0.7191 0.6175 -0.7 0.4 -0.7
H -1.3550 1.7949 -0.6677 1.0 -0.4 1.2
H -0.9667 1.3037 1.0341 0.2 0.7 -0.1
H -0.3844 2.8878 0.1920 0.4 -0.4 0.8
H 1.4186 1.8732 -2.0443 0.8 0.3 0.5
H 2.3365 2.3985 -0.7225 -0.5 0.2 0.1
O 0.4973 0.3524 4.7904 0.1 -2.6 0.4
H -0.0512 1.0012 5.2322 -0.3 -0.3 0.3
H 0.3061 -0.5914 5.1489 0.2 2.9 -0.7
```
Forces are in eV/Å.

SMILES string = CC[C@@H](C)[C@H](C)N.O
ΔE to the lowest compared entry with this formula, charge and spin = 34.6 kcal/mol
Energy = -10034.0824 eV
Frontier orbital gap = 9.96 eV

natural (NBO) atomic charge list, values in e, 8 entries: -0.5980, -0.4061, -0.2204, -0.6342, -0.0355, -0.6488, -0.8509, 0.2050


> Among the records above, which one has the highest energy?

C4H7NO


> Among the records above, which one has the lowest energy?

C16H12AlCl3N3O6S2Se


> Which of these has the lowest energy?

C16H12AlCl3N3O6S2Se